Entry 1:
Formula: C4H8O2
Source: the OMol25 dataset
Level of theory: ωB97M-V with the def2-TZVPD basis set

Calculated values
Orbital gap (eV): 9.8254
Energy relative to the best compared isomer or geometry (same formula, charge and spin) (kcal/mol): 108.8
Strongest force on any atom (eV Å⁻¹): 0.5

```
14
Properties=species:S:1:pos:R:3:forces:R:3
C 0.2551 0.5031 -1.6193 0.03 0.04 -0.08
C 0.4619 -0.1609 -0.2606 -0.44 -0.08 -0.07
O 1.7913 0.0273 0.2061 0.23 -0.07 -0.14
C -0.4506 0.4290 0.7745 0.11 0.07 0.15
C -0.9522 -0.2921 1.8518 -0.22 0.38 -0.01
O -1.5256 -0.1461 2.8949 0.22 -0.14 -0.32
H 0.9506 0.0916 -2.3604 -0.08 0.05 0.11
H -0.7629 0.3408 -1.9878 0.14 0.01 0.08
H 0.4339 1.5806 -1.5447 -0.03 -0.13 0.00
H 0.2574 -1.2422 -0.3591 0.03 0.12 0.05
H 2.3928 -0.1896 -0.5185 -0.03 0.06 0.15
H -1.4508 -0.9252 0.6943 0.08 -0.14 0.13
H -0.4054 1.5145 0.8786 0.00 -0.14 0.03
H -0.9953 -1.5307 1.3503 -0.03 -0.03 -0.07
```
Positions in Å, forces in eV/Å.

=====

Entry 2:
Formula: C54H73IN11O3
Source: the OMol25 dataset
Level of theory: ωB97M-V with the def2-TZVPD basis set

Calculated values
Orbital gap (eV): 6.4206
Charge: -1
Strongest force on any atom (eV Å⁻¹): 3.0

```
142
Properties=species:S:1:pos:R:3:forces:R:3
C 5.1838 -4.2954 1.5956 -0.27 0.50 0.33
C 5.3016 -3.5713 0.1871 -0.07 -0.60 0.46
C 3.9783 -3.6271 -0.6966 1.32 1.04 -0.46
N 3.2325 -2.3563 -0.5554 -0.91 -0.46 1.17
C 1.9913 -2.3120 -1.3366 0.57 -1.03 -1.96
C 2.3701 -1.7812 -2.7879 0.03 -0.55 -2.93
O 2.8440 -0.6331 -2.9394 -0.27 -0.21 1.45
O 2.2184 -2.5810 -3.8052 -0.26 0.50 2.66
N 0.8485 -1.5492 -0.8077 0.62 0.15 1.20
C 1.0078 -0.8861 0.4713 -1.13 0.22 0.46
C 0.5658 -1.6843 1.7662 0.23 2.10 1.51
C 1.2663 -0.9375 2.9965 1.00 -1.08 -0.64
I 1.1819 -3.7429 1.8542 -0.36 0.16 0.01
C -0.4563 -2.1618 -1.0150 -0.50 0.37 -1.02
C -1.6499 -1.1097 -1.0019 0.09 -0.79 -1.37
C -1.2552 0.2544 -1.6987 -0.79 -0.45 0.14
O -2.2599 -0.9470 0.2950 -0.26 0.04 -0.14
C -3.5817 -1.4593 0.3492 -0.85 -0.48 -0.32
C -3.6698 -3.0187 0.2662 -0.80 -2.42 -0.56
C -2.8296 -3.9351 1.0284 -0.56 0.13 -0.61
C -2.8954 -5.3766 0.9090 -1.16 1.07 -1.21
C -3.8466 -5.9812 -0.0115 0.31 2.20 0.52
C -4.7308 -5.0983 -0.7543 1.10 0.41 1.08
C -4.6562 -3.6455 -0.6304 1.32 -1.22 1.15
H 4.1434 -4.6694 1.7672 0.81 0.35 -0.18
H 5.3905 -3.5427 2.4284 -0.10 -1.18 -0.94
H 5.8615 -5.1888 1.6888 -0.49 1.01 -0.06
H 5.6069 -2.5057 0.3904 -0.40 -0.96 -0.49
H 6.1541 -4.0628 -0.3595 -0.87 0.58 0.31
H 3.3180 -4.4943 -0.4207 0.68 0.84 -0.29
H 4.3306 -3.6944 -1.7690 -0.56 -0.47 0.86
H 3.8226 -1.5364 -0.6932 -0.27 -0.36 -0.45
H 1.6622 -3.3821 -1.4946 0.36 0.98 0.26
H 0.3185 0.0164 0.4497 0.61 -0.84 0.28
H 2.0195 -0.4601 0.6739 -0.60 -0.74 -0.63
H -0.5324 -1.6257 1.9943 0.96 -0.42 -0.83
H 2.3357 -1.3051 2.9863 -0.96 0.52 0.16
H 1.3273 0.1692 2.8359 -0.50 -0.86 0.24
H 0.8390 -1.2344 3.9838 0.16 0.49 -0.79
H -0.4554 -2.5654 -2.0708 0.11 0.37 1.01
H -0.6975 -3.0372 -0.3545 0.16 0.74 -0.27
H -2.4416 -1.5699 -1.6659 0.79 0.30 0.65
H -0.3489 0.0954 -2.3322 -0.52 0.29 0.75
H -1.1383 1.0595 -0.9295 0.16 -0.66 -0.74
H -2.1036 0.5406 -2.3832 0.75 -0.07 0.70
H -4.1017 -1.0672 1.2688 0.85 -0.45 -0.66
H -4.1994 -1.0710 -0.5178 0.63 -0.29 0.72
H -2.0716 -3.4794 1.7164 -0.74 -0.58 -0.70
H -2.1967 -6.0065 1.5014 -0.62 0.60 -0.53
H -3.8670 -7.0917 -0.1167 -0.14 1.13 0.01
H -5.4769 -5.5695 -1.4297 0.62 0.61 0.48
H -5.3656 -3.0353 -1.2305 0.70 -0.40 0.51
N -1.5335 -1.0780 8.2033 -0.01 -0.06 -0.02
C -2.2521 -1.1214 7.0385 -0.04 0.05 -0.01
C -1.5331 -1.8488 6.1258 -0.16 0.05 -0.03
C -0.3372 -2.2654 6.7650 0.13 -0.05 0.11
C -0.3669 -1.7776 8.0457 0.05 0.02 0.04
H -1.8183 -0.6066 9.0434 0.03 -0.05 -0.09
H -3.2090 -0.6310 6.9604 0.06 -0.02 -0.03
H -1.8326 -2.0600 5.1110 0.02 0.01 0.05
H 0.4554 -2.8570 6.3338 -0.05 0.03 0.01
H 0.3389 -1.8659 8.8559 -0.01 0.00 -0.07
N -1.6619 3.9194 -2.3588 -0.02 0.04 0.03
C -1.1324 4.9287 -1.6029 -0.02 -0.05 -0.05
C -2.1690 5.6062 -1.0136 0.19 0.11 0.06
C -3.3707 4.9774 -1.4254 -0.16 -0.12 -0.09
C -3.0238 3.9382 -2.2524 0.01 -0.03 -0.07
H -1.1306 3.2633 -2.9073 -0.03 0.00 0.10
H -0.0663 5.0782 -1.5508 -0.06 0.00 -0.06
H -2.0746 6.4581 -0.3580 -0.02 -0.05 -0.02
H -4.3763 5.2546 -1.1460 0.05 0.01 0.02
H -3.6280 3.2124 -2.7740 0.08 -0.01 0.03
N -6.6773 3.3193 -2.7490 -0.08 -0.02 0.03
C -7.7468 3.6174 -3.5490 0.04 0.04 -0.06
C -8.7297 2.6939 -3.3018 -0.02 0.12 -0.08
C -8.2362 1.8073 -2.3100 0.07 -0.06 0.10
C -6.9693 2.2205 -1.9872 0.09 -0.03 0.03
H -5.8106 3.8295 -2.7240 -0.09 -0.01 0.01
H -7.7150 4.4575 -4.2238 -0.02 -0.06 0.02
H -9.6964 2.6591 -3.7792 0.05 0.01 0.02
H -8.7520 0.9625 -1.8812 0.04 0.04 -0.02
H -6.2514 1.8285 -1.2843 -0.04 0.00 -0.04
N -5.8347 -7.1281 -3.9376 0.04 -0.06 -0.03
C -5.9518 -7.0202 -5.2977 -0.06 0.05 -0.04
C -4.7254 -7.2871 -5.8490 -0.14 0.01 -0.06
C -3.8348 -7.5725 -4.7816 0.04 -0.06 0.13
C -4.5478 -7.4693 -3.6160 0.00 -0.02 0.04
H -6.5780 -6.9803 -3.2780 0.07 -0.03 -0.07
H -6.8944 -6.7623 -5.7530 0.07 0.00 0.00
H -4.4929 -7.2794 -6.9022 -0.01 0.01 0.06
H -2.7892 -7.8252 -4.8602 -0.05 0.04 0.01
H -4.2528 -7.6070 -2.5886 0.04 0.04 -0.07
N 0.1669 -2.6303 -6.9891 0.14 -0.09 -0.24
C 0.0324 -2.5385 -8.3511 -0.18 0.08 -0.05
C 1.2579 -2.7899 -8.9117 -0.07 0.01 -0.10
C 2.1637 -3.0484 -7.8469 -0.13 -0.02 0.04
C 1.4593 -2.9448 -6.6731 0.10 -0.19 0.21
H -0.5711 -2.4885 -6.3225 0.14 -0.02 0.01
H -0.9197 -2.3016 -8.7995 0.06 0.00 -0.01
H 1.4802 -2.7897 -9.9683 -0.04 0.01 0.04
H 3.2130 -3.2839 -7.9319 -0.05 0.02 0.04
H 1.7633 -3.0659 -5.6386 0.04 0.22 -0.11
N 7.2628 0.3937 3.3145 0.03 0.00 0.07
C 8.0996 -0.0497 4.3066 0.08 0.04 0.08
C 7.4279 -1.0020 5.0306 0.14 0.11 -0.04
C 6.1399 -1.1434 4.4508 -0.09 0.03 -0.06
C 6.0696 -0.2727 3.3948 -0.19 0.02 -0.06
H 7.4905 1.0980 2.6327 0.04 -0.20 -0.08
H 9.0953 0.3512 4.4107 -0.04 -0.05 0.00
H 7.8181 -1.5384 5.8812 -0.01 0.03 -0.05
H 5.3542 -1.8087 4.7727 0.03 0.04 -0.05
H 5.2748 -0.0686 2.6947 0.02 -0.06 0.03
N 7.0973 3.5531 3.7825 -0.01 0.06 0.00
C 8.2073 4.2995 4.0724 0.04 -0.04 -0.01
C 8.0087 5.5628 3.5766 0.11 -0.05 0.08
C 6.7269 5.5814 2.9689 -0.13 -0.01 -0.05
C 6.1883 4.3287 3.1144 -0.02 -0.05 -0.03
H 6.9683 2.5834 4.0243 -0.05 0.14 0.12
H 9.0404 3.8676 4.6036 -0.03 0.04 -0.02
H 8.7060 6.3832 3.6439 -0.03 -0.05 0.00
H 6.2527 6.4186 2.4806 0.01 -0.05 0.02
H 5.2401 3.9224 2.8004 0.04 0.04 0.01
N -4.3140 6.7534 4.1660 0.02 0.02 -0.05
C -2.9839 7.0484 4.0317 0.04 0.02 0.06
C -2.5261 6.4275 2.8982 0.06 0.11 0.08
C -3.6230 5.7354 2.3227 -0.18 -0.07 -0.05
C -4.7121 5.9572 3.1250 -0.04 -0.02 0.02
H -4.9065 7.0722 4.9120 0.06 -0.03 -0.08
H -2.4800 7.6715 4.7530 0.00 -0.05 -0.05
H -1.5155 6.4663 2.5226 -0.05 -0.01 0.02
H -3.6140 5.1424 1.4217 0.02 0.02 0.06
H -5.7325 5.6180 3.0470 0.07 -0.01 -0.02
N 2.6247 6.0982 -0.7509 0.05 0.08 -0.07
C 2.1813 7.2342 -1.3742 -0.09 -0.01 0.05
C 3.2777 7.9811 -1.7198 -0.13 0.03 -0.02
C 4.4272 7.2661 -1.2939 0.08 -0.09 0.07
C 3.9924 6.1081 -0.7027 0.01 -0.05 0.08
H 2.0371 5.3687 -0.3856 0.09 0.04 -0.03
H 1.1270 7.4121 -1.5158 0.06 0.02 -0.01
H 3.2573 8.9346 -2.2237 -0.01 -0.06 0.02
H 5.4568 7.5666 -1.4089 -0.05 -0.04 0.00
H 4.5360 5.2931 -0.2523 0.00 0.05 -0.05
```
Positions in Å, forces in eV/Å.

=====

Entry 3:
Formula: C4H8O2
Source: the OMol25 dataset
Level of theory: ωB97M-V with the def2-TZVPD basis set

Calculated values
Orbital gap (eV): 10.4322
Energy relative to the best compared isomer or geometry (same formula, charge and spin) (kcal/mol): 59.9
Strongest force on any atom (eV Å⁻¹): 3.0

```
14
Properties=species:S:1:pos:R:3:forces:R:3
C 0.7814 -1.1851 -0.1052 -0.12 -0.03 0.01
C 0.3934 0.1863 0.3356 1.28 0.42 1.11
C 1.2122 1.2362 0.3620 -0.32 -0.27 -0.18
O -0.7524 0.3102 1.1400 0.19 0.57 0.48
C -1.9405 -0.1484 0.7884 -0.20 -0.59 -1.10
O -2.1778 -0.7167 -0.2414 -0.23 0.01 -0.03
H 1.6844 -1.1698 -0.7152 -0.09 0.19 0.03
H 0.9952 -1.7710 0.7864 -0.04 -0.20 0.09
H -0.0141 -1.6731 -0.6534 -0.10 -0.07 -0.13
H -0.6440 0.5297 -1.8977 2.24 1.61 -0.84
H 0.9041 2.1980 0.7576 0.03 -0.21 0.12
H 0.0516 0.9964 -2.0388 -2.54 -1.60 0.21
H 2.2070 1.1493 -0.0578 -0.17 0.04 -0.14
H -2.7004 0.0580 1.5394 0.06 0.12 0.36
```
Positions in Å, forces in eV/Å.

=====

Question: Among the records above, which one has the lowest orbital gap?
Answer: C54H73IN11O3

=====

Copy entry 1 word for word.
Formula: C4H8O2
Source: the OMol25 dataset
Level of theory: ωB97M-V with the def2-TZVPD basis set

Calculated values
Orbital gap (eV): 9.8254
Energy relative to the best compared isomer or geometry (same formula, charge and spin) (kcal/mol): 108.8
Strongest force on any atom (eV Å⁻¹): 0.5

```
14
Properties=species:S:1:pos:R:3:forces:R:3
C 0.2551 0.5031 -1.6193 0.03 0.04 -0.08
C 0.4619 -0.1609 -0.2606 -0.44 -0.08 -0.07
O 1.7913 0.0273 0.2061 0.23 -0.07 -0.14
C -0.4506 0.4290 0.7745 0.11 0.07 0.15
C -0.9522 -0.2921 1.8518 -0.22 0.38 -0.01
O -1.5256 -0.1461 2.8949 0.22 -0.14 -0.32
H 0.9506 0.0916 -2.3604 -0.08 0.05 0.11
H -0.7629 0.3408 -1.9878 0.14 0.01 0.08
H 0.4339 1.5806 -1.5447 -0.03 -0.13 0.00
H 0.2574 -1.2422 -0.3591 0.03 0.12 0.05
H 2.3928 -0.1896 -0.5185 -0.03 0.06 0.15
H -1.4508 -0.9252 0.6943 0.08 -0.14 0.13
H -0.4054 1.5145 0.8786 0.00 -0.14 0.03
H -0.9953 -1.5307 1.3503 -0.03 -0.03 -0.07
```
Positions in Å, forces in eV/Å.

=====

Question: What is the formula in the first record?
Answer: C4H8O2

=====

Question: The lowest orbital gap belongs to which entry?
Answer: C54H73IN11O3